ORCA calculation (ωB97M-V/def2-TZVPD) on a cluster of 13 separate species, C34H94O29S8 in total in a non-equilibrium geometry.

Each atom is followed by the atoms it is bonded to, with distances in Å.
Geometry (Å):
1 C -18.247 -12.684 -25.351  C2 1.519, H4 1.090, H5 1.090, H6 1.090
2 C -18.860 -11.342 -24.988  C1 1.519, O3 1.416, H7 1.090, H8 1.090
3 O -20.231 -11.219 -25.321  C2 1.416, H9 0.960
4 H -17.266 -12.786 -24.888  C1 1.090
5 H -18.295 -12.886 -26.421  C1 1.090
6 H -18.763 -13.539 -24.916  C1 1.090
7 H -18.441 -10.532 -25.585  C2 1.090
8 H -18.637 -11.087 -23.952  C2 1.090
9 H -20.745 -11.574 -24.592  O3 0.960
10 C -23.096 -7.804 -23.003  C11 1.534, H13 1.090, H14 1.090, H15 1.090
11 C -23.848 -7.078 -24.126  C10 1.534, O12 1.447, H16 1.090, H17 1.090
12 O -23.150 -7.553 -25.301  C11 1.447, H18 0.960
13 H -23.569 -7.719 -22.024  C10 1.090
14 H -22.072 -7.437 -22.933  C10 1.090
15 H -22.918 -8.873 -23.110  C10 1.090
16 H -23.649 -6.011 -24.021  C11 1.090
17 H -24.917 -7.277 -24.192  C11 1.090
18 H -22.423 -6.952 -25.481  O12 0.960
19 C -19.485 -18.493 -19.259  C20 1.461, H22 1.090, H23 1.090, H24 1.090
20 C -19.950 -17.496 -18.297  C19 1.461, O21 1.446, H25 1.090, H26 1.090
21 O -18.998 -16.448 -18.008  C20 1.446, H27 0.960
22 H -18.973 -17.822 -19.949  C19 1.090
23 H -20.300 -19.071 -19.696  C19 1.090
24 H -18.704 -19.205 -18.994  C19 1.090
25 H -20.445 -17.754 -17.361  C20 1.090
26 H -20.734 -16.979 -18.849  C20 1.090
27 H -19.417 -15.716 -17.548  O21 0.960
28 C -20.986 -15.258 -25.344  C29 1.511, H31 1.090, H32 1.090, H33 1.090
29 C -20.533 -16.673 -25.070  C28 1.511, O30 1.395, H34 1.090, H35 1.090
30 O -20.550 -17.446 -26.230  C29 1.395, H36 0.960
31 H -21.978 -15.262 -25.796  C28 1.090
32 H -20.292 -14.905 -26.107  C28 1.090
33 H -21.088 -14.564 -24.510  C28 1.090
34 H -21.039 -17.087 -24.198  C29 1.090
35 H -19.460 -16.657 -24.879  C29 1.090
36 H -21.434 -17.797 -26.363  O30 0.960
37 C -19.639 -8.508 -19.298  C38 1.484, H40 1.090, H41 1.090, H42 1.090
38 C -20.573 -7.489 -19.836  C37 1.484, O39 1.462, H43 1.090, H44 1.090
39 O -21.979 -7.646 -19.468  C38 1.462, H45 0.960
40 H -18.774 -7.980 -18.897  C37 1.090
41 H -19.224 -9.114 -20.104  C37 1.090
42 H -20.190 -8.994 -18.493  C37 1.090
43 H -20.513 -7.483 -20.925  C38 1.090
44 H -20.242 -6.455 -19.742  C38 1.090
45 H -22.580 -7.357 -20.159  O39 0.960
46 O -25.434 -19.699 -23.875  S47 1.449
47 S -24.793 -20.497 -22.849  O46 1.449, O48 1.459, O49 1.649, C52 1.900
48 O -24.687 -21.949 -22.954  S47 1.459
49 O -23.270 -19.998 -22.460  S47 1.649, C50 1.409
50 C -23.013 -18.614 -22.508  O49 1.409, C51 1.560, H53 1.090, H54 1.090
51 C -22.860 -17.877 -21.141  C50 1.560, H55 1.090, H56 1.090, H57 1.090
52 C -25.614 -20.111 -21.180  S47 1.900, H58 1.090, H59 1.090, H60 1.090
53 H -23.702 -18.042 -23.129  C50 1.090
54 H -22.111 -18.470 -23.103  C50 1.090
55 H -22.083 -18.233 -20.464  C51 1.090
56 H -23.745 -18.125 -20.556  C51 1.090
57 H -22.733 -16.799 -21.234  C51 1.090
58 H -25.521 -19.025 -21.156  C52 1.090
59 H -25.105 -20.606 -20.353  C52 1.090
60 H -26.661 -20.415 -21.165  C52 1.090
61 O -15.321 -15.704 -20.777  S62 1.453
62 S -15.562 -16.079 -22.160  O61 1.453, O63 1.490, O64 1.617, C67 1.841
63 O -14.405 -16.200 -23.090  S62 1.490
64 O -16.460 -17.423 -22.224  S62 1.617, C65 1.416
65 C -15.768 -18.641 -22.015  O64 1.416, C66 1.523, H68 1.090, H69 1.090
66 C -15.407 -18.698 -20.537  C65 1.523, H70 1.090, H71 1.090, H72 1.090
67 C -16.766 -14.903 -22.907  S62 1.841, H73 1.090, H74 1.090, H75 1.090
68 H -14.944 -18.956 -22.654  C65 1.090
69 H -16.474 -19.448 -22.208  C65 1.090
70 H -15.125 -19.700 -20.213  C66 1.090
71 H -16.248 -18.317 -19.957  C66 1.090
72 H -14.606 -18.022 -20.239  C66 1.090
73 H -16.867 -15.208 -23.948  C67 1.090
74 H -16.378 -13.896 -22.753  C67 1.090
75 H -17.687 -15.141 -22.374  C67 1.090
76 O -25.979 -11.964 -25.529  S77 1.485
77 S -24.512 -11.737 -25.502  O76 1.485, O78 1.465, O79 1.648, C82 1.956
78 O -23.848 -11.778 -24.197  S77 1.465
79 O -23.896 -12.954 -26.427  S77 1.648, C80 1.407
80 C -24.583 -13.404 -27.570  O79 1.407, C81 1.553, H83 1.090, H84 1.090
81 C -23.996 -14.808 -27.875  C80 1.553, H85 1.090, H86 1.090, H87 1.090
82 C -23.939 -10.165 -26.516  S77 1.956, H88 1.090, H89 1.090, H90 1.090
83 H -24.377 -12.707 -28.382  C80 1.090
84 H -25.671 -13.448 -27.516  C80 1.090
85 H -24.523 -15.327 -28.675  C81 1.090
86 H -24.036 -15.436 -26.984  C81 1.090
87 H -22.954 -14.672 -28.163  C81 1.090
88 H -22.863 -10.139 -26.687  C82 1.090
89 H -24.289 -9.332 -25.907  C82 1.090
90 H -24.474 -10.315 -27.454  C82 1.090
91 O -26.845 -10.925 -18.638  S92 1.466
92 S -26.325 -10.766 -19.999  O91 1.466, O93 1.448, O94 1.650, C97 1.805
93 O -24.991 -11.188 -20.371  S92 1.448
94 O -27.405 -11.555 -20.966  S92 1.650, C95 1.451
95 C -27.095 -11.699 -22.376  O94 1.451, C96 1.588, H98 1.090, H99 1.090
96 C -28.503 -11.636 -23.109  C95 1.588, H100 1.090, H101 1.090, H102 1.090
97 C -26.595 -9.108 -20.659  S92 1.805, H103 1.090, H104 1.090, H105 1.090
98 H -26.511 -12.606 -22.528  C95 1.090
99 H -26.486 -10.891 -22.781  C95 1.090
100 H -28.270 -11.839 -24.154  C96 1.090
101 H -28.910 -10.633 -23.233  C96 1.090
102 H -29.393 -12.238 -22.922  C96 1.090
103 H -25.621 -8.623 -20.730  C97 1.090
104 H -27.135 -8.548 -19.894  C97 1.090
105 H -27.164 -9.105 -21.588  C97 1.090
106 O -20.010 -13.330 -22.183  S107 1.467
107 S -21.250 -13.347 -21.399  O106 1.467, O108 1.474, O109 1.662, C112 1.897
108 O -22.404 -14.219 -21.681  S107 1.474
109 O -20.808 -13.750 -19.849  S107 1.662, C110 1.433
110 C -19.760 -13.031 -19.187  O109 1.433, C111 1.563, H113 1.090, H114 1.090
111 C -19.982 -13.032 -17.639  C110 1.563, H115 1.090, H116 1.090, H117 1.090
112 C -21.811 -11.540 -21.266  S107 1.897, H118 1.090, H119 1.090, H120 1.090
113 H -19.745 -11.965 -19.413  C110 1.090
114 H -18.733 -13.331 -19.393  C110 1.090
115 H -20.422 -14.009 -17.438  C111 1.090
116 H -20.646 -12.252 -17.267  C111 1.090
117 H -19.132 -12.900 -16.970  C111 1.090
118 H -20.932 -10.915 -21.111  C112 1.090
119 H -22.602 -11.386 -20.532  C112 1.090
120 H -22.366 -11.463 -22.201  C112 1.090
121 O -25.645 -8.997 -14.922  S122 1.481
122 S -24.756 -10.130 -15.267  O121 1.481, O123 1.405, O124 1.696, C127 1.889
123 O -24.038 -10.178 -16.474  S122 1.405
124 O -23.724 -10.590 -14.002  S122 1.696, C125 1.375
125 C -23.041 -11.770 -14.178  O124 1.375, C126 1.527, H128 1.090, H129 1.090
126 C -21.544 -11.473 -14.245  C125 1.527, H130 1.090, H131 1.090, H132 1.090
127 C -25.963 -11.582 -15.277  S122 1.889, H133 1.090, H134 1.090, H135 1.090
128 H -23.309 -12.256 -15.116  C125 1.090
129 H -23.253 -12.352 -13.281  C125 1.090
130 H -21.229 -10.858 -13.402  C126 1.090
131 H -21.350 -10.850 -15.118  C126 1.090
132 H -20.975 -12.401 -14.297  C126 1.090
133 H -25.750 -12.218 -16.137  C127 1.090
134 H -26.951 -11.122 -15.248  C127 1.090
135 H -25.665 -12.234 -14.456  C127 1.090
136 O -24.378 -14.919 -14.857  S137 1.437
137 S -25.671 -15.306 -15.352  O136 1.437, O138 1.476, O139 1.683, C142 1.850
138 O -26.867 -14.442 -15.301  S137 1.476
139 O -25.425 -15.839 -16.930  S137 1.683, C140 1.462
140 C -24.955 -14.891 -17.938  O139 1.462, C141 1.510, H143 1.090, H144 1.090
141 C -24.228 -15.679 -19.001  C140 1.510, H145 1.090, H146 1.090, H147 1.090
142 C -26.272 -16.915 -14.665  S137 1.850, H148 1.090, H149 1.090, H150 1.090
143 H -24.348 -14.108 -17.483  C140 1.090
144 H -25.736 -14.397 -18.515  C140 1.090
145 H -23.947 -15.124 -19.896  C141 1.090
146 H -24.723 -16.594 -19.324  C141 1.090
147 H -23.322 -16.003 -18.489  C141 1.090
148 H -25.716 -17.678 -15.209  C142 1.090
149 H -27.294 -16.849 -15.038  C142 1.090
150 H -26.162 -17.069 -13.592  C142 1.090
151 O -21.775 -14.446 -12.417  S152 1.453
152 S -21.174 -15.322 -13.406  O151 1.453, O153 1.488, O154 1.711, C157 1.773
153 O -20.880 -14.870 -14.793  S152 1.488
154 O -19.694 -15.866 -12.741  S152 1.711, C155 1.407
155 C -19.836 -16.481 -11.483  O154 1.407, C156 1.532, H158 1.090, H159 1.090
156 C -18.400 -16.280 -10.989  C155 1.532, H160 1.090, H161 1.090, H162 1.090
157 C -22.102 -16.826 -13.555  S152 1.773, H163 1.090, H164 1.090, H165 1.090
158 H -20.028 -17.554 -11.517  C155 1.090
159 H -20.546 -15.978 -10.827  C155 1.090
160 H -18.236 -16.732 -10.011  C156 1.090
161 H -18.105 -15.242 -10.836  C156 1.090
162 H -17.639 -16.640 -11.682  C156 1.090
163 H -21.558 -17.558 -14.153  C157 1.090
164 H -22.941 -16.613 -14.218  C157 1.090
165 H -22.520 -17.202 -12.621  C157 1.090

## Properties
- E_HOMO (eV) = -9.965
- electronic energy (eV) = -182830.817
- F_max (hartree/bohr) = 0.0971
- energy above the lowest of the compared OMol25 structures with the same formula, charge and spin (kcal per mole) = 135.4
- frontier orbital gap (eV) = 9.91